The following is a quantum chemistry calculation of a cluster of 13 separate species, C32H93N3O13 in total at a distorted geometry, from OMol25.

The geometry in XYZ format:
```
141
Properties=species:S:1:pos:R:3:forces:R:3:mulliken_charge:R:1
C 2.086403 0.261690 5.475359 -0.1 -0.5 -0.9 -0.47
C 2.309893 1.732090 5.741619 -0.3 -0.8 0.9 -0.34
O 3.419853 1.771580 6.640509 0.1 0.9 -0.1 -0.55
H 2.950173 -0.166970 4.967179 0.0 0.0 0.0 0.24
H 1.203573 0.015320 4.885439 -0.1 0.3 -0.2 -0.13
H 1.952473 -0.288610 6.406669 0.1 0.1 0.2 0.37
H 1.401713 2.106050 6.214329 -0.1 0.4 0.2 0.34
H 2.509343 2.382320 4.889839 0.3 -0.4 -0.1 0.21
H 3.105103 1.419940 7.476499 0.1 0.0 0.1 0.32
C -1.815577 -1.697310 4.192639 -0.5 -0.1 0.5 0.07
C -3.020237 -1.950860 5.130379 1.1 -0.5 -0.1 -0.66
O -4.172857 -1.212930 4.706109 0.5 -0.1 0.2 -0.47
H -1.685827 -0.641030 3.956999 -0.4 0.1 -0.2 -0.24
H -1.890817 -2.297780 3.286069 0.0 0.2 -0.1 0.13
H -0.874237 -1.955880 4.677539 -0.1 -0.3 0.2 0.20
H -2.705707 -1.789670 6.161489 -0.2 1.0 0.2 0.36
H -3.247877 -3.014390 5.202469 -0.2 -0.2 -0.7 0.35
H -4.922097 -1.533000 5.213849 -0.1 0.1 0.0 0.25
C 0.743933 -1.740100 -4.198491 0.1 -0.7 0.7 0.14
C 1.533723 -2.991280 -4.639651 0.3 1.7 0.3 -0.67
O 1.316113 -3.185210 -6.009531 -0.3 -0.7 -0.8 -0.62
H -0.237207 -1.724090 -4.673041 0.3 0.0 -0.4 0.53
H 1.293383 -0.814560 -4.370491 -0.1 0.0 -0.4 0.17
H 0.547163 -1.748570 -3.126431 0.2 -0.2 0.3 -0.54
H 1.299093 -3.877020 -4.049311 -0.1 0.0 -0.3 0.03
H 2.594363 -2.751760 -4.563741 0.2 -0.3 0.8 0.40
H 1.859233 -2.518480 -6.436251 -0.1 -0.1 -0.4 0.37
C 4.499363 2.158950 2.294929 0.3 0.1 -0.2 -1.35
C 3.712733 2.380410 0.989779 -0.6 0.5 2.5 0.40
O 3.776893 1.243000 0.207289 1.2 -0.1 0.0 -0.46
H 4.454363 2.946920 3.046719 -0.4 0.4 -0.3 0.41
H 5.570113 2.056370 2.118659 0.0 -0.4 -0.2 0.36
H 4.096583 1.282670 2.802869 0.2 -0.3 -0.2 0.17
H 3.936253 3.348770 0.542089 0.6 -0.1 -0.6 0.38
H 2.687653 2.500620 1.340299 -0.6 0.2 0.0 -0.22
H 3.118253 1.366530 -0.480121 -0.7 -0.5 -0.9 -0.04
C -0.117077 4.622350 0.155149 -1.3 -1.1 1.0 0.39
C -0.496237 6.081960 0.164309 1.7 -0.2 -0.5 -0.74
O -1.001847 6.438060 -1.111071 -0.6 0.4 0.0 -0.52
H 0.576883 4.338710 -0.636101 0.2 0.2 0.2 -0.08
H -0.978357 3.958680 0.078789 -0.4 0.2 -0.7 -0.15
H 0.177633 4.283960 1.148499 1.0 0.3 0.0 0.07
H 0.455783 6.595440 0.298829 0.1 0.4 0.2 0.37
H -1.109507 6.418870 1.000079 -0.5 -0.3 -0.3 0.30
H -0.299257 6.886600 -1.587271 -0.1 0.0 0.0 0.30
C -2.468207 3.277520 -2.171051 -0.9 0.7 -1.0 -0.01
C -3.361297 2.794770 -3.309261 0.5 -0.6 1.1 -0.76
O -2.539877 2.202910 -4.295231 -1.1 1.2 -1.0 -0.56
H -1.815897 2.455290 -1.876891 0.0 0.2 0.2 -0.63
H -3.134407 3.608330 -1.374271 0.3 0.0 0.4 0.61
H -1.937067 4.141440 -2.570601 0.5 -0.1 0.5 0.33
H -4.030027 3.560710 -3.701991 0.5 0.3 -0.4 0.47
H -4.066017 2.128260 -2.812031 -0.2 -0.9 -0.4 0.08
H -2.224627 1.350160 -3.986961 0.3 -0.7 0.5 0.24
C -4.516717 0.724310 0.241779 -0.4 0.5 -0.6 -0.79
C -4.404097 -0.160870 1.455079 0.2 -0.1 0.0 -0.11
O -3.960327 0.639540 2.539129 0.1 0.6 0.1 -0.60
H -5.202637 1.546300 0.446599 0.0 0.1 0.2 0.48
H -4.901297 0.251350 -0.661831 0.0 -0.5 0.2 0.37
H -3.578167 1.177270 -0.077681 0.3 -0.1 0.3 -0.17
H -3.682727 -0.966730 1.319749 0.0 -0.2 -0.3 -0.19
H -5.354197 -0.602010 1.756429 -0.2 -0.1 -0.3 0.50
H -4.089387 0.143240 3.350689 0.0 -0.3 0.4 0.17
C 0.468653 -0.308780 1.441269 0.3 -0.5 0.6 0.27
C -0.541807 -0.376620 0.311469 1.0 0.1 1.4 1.16
O -0.618847 0.925610 -0.156751 -0.3 1.0 -1.9 1.30
H 0.636813 -1.271670 1.923609 -0.1 -0.1 0.2 -0.26
H 0.128863 0.425980 2.171189 -0.2 -0.2 0.3 -0.44
H 1.447353 0.063080 1.137999 0.0 -0.1 -0.5 -0.04
H -1.534137 -0.602010 0.702069 0.0 -1.0 -0.2 -0.79
H -0.164087 -1.053530 -0.454831 -0.5 0.0 -0.3 -0.33
H -1.001407 1.422740 0.569959 -0.2 0.8 0.4 -0.71
C -2.598007 3.202030 3.999869 -0.3 1.1 1.5 -1.41
C -1.364867 2.844550 3.254379 -0.4 0.3 -0.1 0.00
O -1.831237 2.234670 2.082699 1.3 -0.1 -1.4 0.11
H -3.154687 2.343350 4.375199 0.0 0.0 -0.1 0.25
H -3.228877 3.837670 3.378529 -0.2 -0.3 -0.2 0.30
H -2.358527 3.857810 4.836949 0.1 -0.2 0.4 0.45
H -0.684807 2.193790 3.804039 0.1 -0.1 0.2 0.00
H -0.858947 3.780500 3.017439 0.3 -0.2 -0.3 0.33
H -2.584137 1.693430 2.331309 -0.7 -0.6 -0.1 0.08
C 2.052013 -3.063990 3.926229 0.5 0.3 -0.3 0.44
C 1.896373 -4.377670 4.680359 -0.4 1.2 -0.7 -0.64
O 1.924823 -4.085850 6.088599 -0.4 -0.9 -0.6 -0.54
H 1.724993 -3.071960 2.886469 0.1 -0.5 -0.1 -0.53
H 3.105473 -2.784210 3.932249 0.0 0.3 0.0 0.47
H 1.465213 -2.258130 4.367069 0.1 -0.2 0.3 -0.23
H 2.622573 -5.105280 4.317989 0.4 0.0 0.5 0.38
H 0.945713 -4.781790 4.332469 -0.4 -0.2 1.0 0.32
H 2.810623 -3.808210 6.333289 0.1 0.0 -0.1 0.32
C 0.802523 -4.358650 -0.126221 0.5 0.3 -0.6 -0.36
C 2.052643 -4.842840 -0.896931 0.3 1.4 -0.1 1.07
C 3.267383 -3.871060 -0.756191 -1.4 0.1 0.1 -1.12
O 2.893393 -2.660950 -1.391191 0.7 0.6 -0.8 0.06
C 3.980873 -1.734750 -1.625171 0.1 -0.8 1.0 -0.80
N 2.497493 -6.164820 -0.554751 0.0 -0.7 0.5 -0.77
H 0.962693 -4.159070 0.933309 0.1 -0.5 0.1 -0.10
H -0.044787 -5.021980 -0.299901 0.1 -0.2 0.3 0.47
H 0.498193 -3.397190 -0.539851 0.1 0.1 -0.2 -0.41
H 1.798113 -4.831310 -1.956731 -0.2 0.4 -0.3 -0.18
H 4.157583 -4.333560 -1.182511 0.2 0.1 -0.4 0.38
H 3.471553 -3.678580 0.297069 0.1 -0.1 0.3 0.35
H 4.455783 -1.487820 -0.675651 -0.3 0.4 0.3 0.35
H 3.631333 -0.822260 -2.108171 -0.2 -0.3 0.1 -0.03
H 4.809933 -2.182080 -2.173491 -0.2 -0.3 -0.6 0.39
H 3.284443 -6.385130 -1.148281 0.3 -0.1 0.0 0.29
H 1.785743 -6.820550 -0.843741 -0.2 -0.3 0.2 0.29
C -3.054717 -1.321470 -4.985101 0.0 -0.4 -1.2 -1.82
C -2.989827 -1.097350 -3.494431 -0.2 0.0 -0.4 0.90
C -2.972537 -2.448150 -2.755531 -0.4 0.7 -0.2 -1.01
O -3.165447 -2.195500 -1.392621 0.3 -0.1 1.2 -0.01
C -3.054457 -3.370170 -0.572801 -0.7 0.5 -0.9 -0.51
N -1.861737 -0.225730 -3.204991 0.4 -0.2 0.6 0.83
H -2.217617 -1.911150 -5.358791 0.0 -0.5 0.2 0.34
H -3.004357 -0.454070 -5.643271 -0.1 0.6 0.7 0.38
H -3.979877 -1.812490 -5.286861 0.0 -0.3 0.2 0.46
H -3.895067 -0.546670 -3.238711 -0.1 -0.1 0.4 0.10
H -2.036087 -2.975770 -2.936581 0.4 -0.1 -0.1 0.37
H -3.780717 -3.075830 -3.130981 -0.2 -0.2 -0.2 0.49
H -3.357347 -3.150620 0.450989 0.4 0.4 -0.1 0.19
H -2.049177 -3.786780 -0.635571 0.0 -0.1 0.1 0.00
H -3.803847 -4.070370 -0.941911 0.1 -0.5 0.0 0.41
H -1.805377 -0.010060 -2.219891 -0.4 0.2 0.5 -0.48
H -1.002187 -0.736820 -3.346621 0.0 0.1 -0.3 -0.41
C 3.550933 1.864990 -3.265751 -0.6 1.4 -1.5 -2.05
C 2.128553 2.208220 -2.781061 0.5 -0.4 -1.8 0.79
C 1.018563 2.307670 -3.893311 1.5 1.2 0.4 0.18
O 1.545583 3.208000 -4.868191 -0.5 -0.3 -0.1 -0.45
C 0.715463 3.366890 -6.008061 0.8 -0.3 -0.3 -0.73
N 1.818733 1.258980 -1.778371 -1.4 -0.4 1.5 2.44
H 3.766033 2.645280 -3.995811 0.5 0.2 0.1 0.58
H 3.639723 0.983680 -3.900971 -0.2 -0.6 0.5 0.29
H 4.282073 1.901470 -2.458161 -0.2 -0.2 0.0 0.28
H 2.195923 3.208510 -2.353291 -0.1 0.0 0.3 0.25
H 0.137913 2.785040 -3.463581 -0.3 -0.3 0.2 0.02
H 0.729383 1.353860 -4.334581 0.1 -0.3 -0.1 0.08
H 1.259283 4.066720 -6.642571 -0.4 0.4 0.1 0.30
H -0.317457 3.651330 -5.807421 0.1 0.3 0.3 0.24
H 0.687803 2.451080 -6.598501 -0.1 -0.4 0.1 0.30
H 0.928423 1.488290 -1.360221 -0.3 0.3 0.7 -0.77
H 1.587113 0.345870 -2.142621 0.5 -0.4 -0.5 -0.91
```
Forces are in eV/Å.

Values from the calculation:
DFT total energy: -65775.3359 eV
HOMO level: -9.1 eV
Kohn-Sham gap: 9.31 eV
Largest force on an atom: 2.6 eV Å⁻¹